# 1
A structure of composition C32H41Cl21F2O4Si, computed with ωB97M-V/def2-TZVPD.

Geometry as XYZ:
```
101
Properties=species:S:1:pos:R:3:forces:R:3:lowdin_charge:R:1
H 2.2954 -2.5817 -4.2703 0.43 1.19 2.66 0.09
C 12.9267 7.3757 5.7146 -0.05 0.04 -0.05 -1.55
H 2.9599 -0.4487 0.9099 -0.68 -0.94 -2.72 0.08
O -7.1682 -0.7081 -1.0807 1.12 1.51 0.43 -0.22
H 2.1828 5.4228 -5.9422 0.28 -0.27 0.05 0.02
Cl -4.2468 0.2309 7.7363 -0.22 -0.08 0.15 0.54
C -2.3858 -7.3806 0.2100 -0.36 0.37 0.57 -0.21
Cl 4.6900 0.2673 -2.3304 0.82 3.02 -1.98 0.70
O -6.9158 -2.8924 -3.1788 8.20 1.88 2.69 -0.01
C -6.4999 -2.2824 1.7404 0.64 -0.07 1.02 -0.12
C 5.1165 1.4901 -3.5397 0.20 0.71 0.07 -1.48
H 4.9239 -2.3950 -3.0945 -2.60 0.91 1.34 0.11
C 3.9455 -2.0298 -2.5163 -4.11 -0.24 2.21 -0.18
Cl 9.1244 6.2128 -1.1938 0.08 -0.10 -0.05 0.51
C 9.3598 8.5738 2.2949 -0.06 0.05 -0.04 -1.54
H 5.2032 -1.3527 -0.4938 -2.80 -0.35 -1.01 0.10
H -6.5172 0.0284 7.1376 0.31 -0.23 0.04 0.02
H -1.1864 2.1289 -0.0461 0.07 -1.97 -1.66 0.10
H -6.0446 -0.0699 2.1845 -0.27 -1.40 -2.07 0.10
Cl 6.5532 2.3937 -3.0308 -0.14 0.06 -0.18 0.48
C -3.1014 -3.4561 -2.9819 -4.04 0.17 1.21 0.06
C -6.1105 0.0287 -1.8331 -0.80 0.22 -0.47 -0.13
C 1.2580 -0.9277 -0.8889 3.26 -1.64 -2.56 -0.21
C -1.4287 -1.6859 0.6126 -0.44 -1.53 0.75 -0.23
C -6.1582 -0.7597 1.2186 -0.54 0.42 0.75 -0.20
F -1.8740 0.8713 -3.7178 -3.06 0.14 2.65 -0.02
H -4.2175 -6.1225 0.7211 1.38 0.50 -1.68 0.12
C 1.0616 -1.5695 -2.3926 4.52 0.33 2.19 -0.04
H -2.2241 -7.8590 -0.8478 -0.20 1.04 2.08 0.12
Cl -1.8987 -0.5411 5.0356 0.00 0.22 0.00 0.51
C -3.2914 -5.9880 0.0171 1.23 -1.66 1.08 -0.20
C -4.8627 -5.1926 -1.6798 -0.03 1.86 0.20 -0.13
C 3.0165 4.7218 -5.8525 0.05 0.11 -0.14 -1.51
C -2.8752 -1.9809 -3.7370 2.41 -0.37 -3.57 -0.18
C 2.7734 -0.8715 -0.1853 0.65 -1.92 -3.48 -0.06
Cl 9.7529 4.7086 -3.6076 0.03 0.00 0.26 0.52
Cl 10.0963 7.0255 2.7423 -0.06 0.13 -0.07 0.51
H -2.3263 -1.3543 1.3213 1.74 -0.65 -1.69 0.05
Cl -1.0369 2.1719 4.4184 -0.26 0.10 0.39 0.56
H 1.1293 -0.2785 2.3167 -1.18 1.40 -1.09 0.04
C 0.4581 0.4932 1.7490 0.02 0.80 0.99 -0.25
C -1.1750 1.2212 -0.8220 -0.26 1.17 0.14 -0.24
Cl 8.0553 8.9901 3.4193 0.15 -0.07 -0.18 0.52
Cl 10.5818 9.8563 2.2575 -0.14 -0.17 -0.03 0.52
H -5.5323 0.7557 -1.1202 -0.79 -1.56 -1.38 0.11
H -0.7645 -2.4107 1.2896 -1.32 1.53 -1.47 0.06
Cl 12.3955 8.0885 7.2473 0.03 -0.07 -0.21 0.51
H -0.4760 1.5626 -1.6952 -1.67 -0.60 1.34 0.09
H -0.3369 -8.1304 0.8732 -1.25 2.17 0.32 0.08
C -4.5024 -3.7785 -2.4941 3.51 1.36 -1.43 -0.03
H -2.1848 -4.1979 -2.8316 -2.28 1.76 -0.56 0.14
C 2.4264 -2.1131 -3.1843 0.55 0.99 2.92 -0.06
O -2.1131 -1.8926 -4.8297 -4.56 -0.31 6.92 -0.02
Cl 2.5900 3.4990 -4.6432 -0.28 0.26 -0.19 0.57
H -6.1958 -2.3225 2.8941 -0.67 -0.03 -2.50 0.05
H -5.1225 -0.7325 0.6694 -2.03 -0.05 0.90 0.09
C -5.6835 -0.6726 7.2274 -0.15 -0.07 -0.08 -1.51
H -1.8006 -2.3501 -0.2933 0.49 1.38 1.85 0.04
Cl 5.3838 0.7354 -5.1203 -0.09 0.06 0.10 0.52
Cl 8.9679 3.3044 -1.1795 0.30 0.27 0.03 0.50
Cl -3.8730 1.5084 4.4147 0.21 0.06 0.03 0.50
H 12.1883 7.6207 4.9468 0.24 -0.08 0.25 -0.02
C 4.1181 -1.4155 -0.9788 -4.47 -1.73 -0.19 -0.30
F -3.9834 1.8931 -3.2646 2.48 -3.04 1.10 -0.04
H -0.0196 -1.6431 -2.8805 2.68 0.20 1.00 0.08
H -3.2259 0.0082 -0.6818 1.37 1.87 -1.26 0.10
C -7.3597 -0.1409 0.2628 1.20 -0.23 0.69 -0.20
Cl 13.0268 5.6119 5.8503 -0.05 0.20 -0.06 0.51
H 8.9330 8.4755 1.2935 0.16 0.01 0.35 0.00
H 10.8643 4.6591 -1.5299 -0.38 0.04 -0.10 0.02
C -2.3014 1.1796 5.1640 0.05 0.00 0.05 -1.54
H 1.0982 1.4758 1.5379 -1.28 -2.08 0.48 0.06
H -1.1025 -6.9947 2.1720 0.06 -0.12 -2.51 0.08
Cl 4.4532 5.6254 -5.3436 -0.20 -0.10 -0.04 0.52
H -5.6667 -5.8158 -2.2711 1.85 1.13 1.09 0.15
C -3.7007 -0.7180 -3.0414 -3.98 -1.12 0.65 0.04
H -3.3661 1.8802 -0.8417 1.32 -2.00 -1.07 0.14
Cl 14.4889 8.0515 5.2225 -0.21 -0.07 0.02 0.51
Si -0.2841 -0.2324 0.0809 1.14 -0.09 1.23 0.53
H -5.8425 -3.1219 1.2161 -1.61 1.86 0.90 0.07
C -5.6577 -2.6043 -2.7835 -4.10 -1.25 -1.45 -0.12
H 4.2828 2.1912 -3.6294 0.49 -0.31 -0.02 -0.08
C 9.8167 4.7139 -1.8369 0.12 -0.12 -0.02 -1.53
H -8.3948 -0.4746 0.7069 2.00 0.59 -1.19 0.14
H -0.4029 0.8017 2.5163 1.91 -0.76 -1.95 -0.04
H -3.0272 -8.1377 0.8615 1.37 1.51 -1.48 0.11
C -0.9718 -7.1316 1.0028 0.44 -1.08 0.03 -0.16
H -7.3124 1.0378 0.2156 -0.12 -2.28 0.16 0.13
Cl 3.2838 3.9670 -7.4331 -0.08 0.12 0.23 0.52
Cl -5.4162 -1.4274 5.6468 -0.13 0.05 0.22 0.50
H -0.3157 -6.2544 0.5851 -1.47 -1.61 0.69 0.08
H -2.3638 1.4405 6.2236 0.01 -0.09 -0.42 -0.02
H -5.3280 -4.8325 -0.6422 0.80 -0.83 -2.30 0.13
C -3.0474 0.7983 -2.8215 -0.17 -0.87 -1.07 -0.23
Cl -6.1100 -1.8954 8.4366 0.04 0.22 -0.16 0.53
H -7.6470 -2.5421 1.7025 2.35 0.53 -0.18 0.09
O -3.6079 -5.9149 -1.4202 -1.96 1.03 1.41 -0.22
H -6.7086 0.7231 -2.5973 1.62 -1.64 1.29 0.16
C -5.1050 -1.0407 -2.5664 3.19 0.33 -1.13 0.02
C -2.7339 0.9426 -1.2247 -0.67 1.29 0.08 -0.15
H -2.6484 -5.0965 0.4258 -1.29 -1.33 -1.13 0.12
```
Forces are in eV/Å.

=====

# 2
A structure of composition C42H85Cl3FINO19P5S, computed with ωB97M-V/def2-TZVPD.

Geometry as XYZ:
```
158
Properties=species:S:1:pos:R:3:forces:R:3:lowdin_charge:R:1
Cl 5.7097 1.2016 -5.5191 -2.43 0.21 0.95 0.53
H 2.6909 0.1622 2.9936 -0.46 1.10 -1.75 0.06
C 1.6328 0.8622 -0.8869 -0.01 -1.42 0.28 -0.86
H 0.6458 6.9028 -1.2135 -0.35 0.04 -1.67 0.10
C 0.6600 -0.4400 -1.3104 4.36 0.24 -1.63 -0.56
H -6.1652 -11.0850 2.7240 0.06 0.14 0.15 0.10
O -1.9664 0.5779 -2.1283 2.95 -0.65 -0.30 -0.49
H 0.7827 -0.6144 6.2252 0.21 0.04 -0.14 0.08
H -6.7777 -10.8262 5.0775 -0.01 0.06 -0.05 0.08
H 1.1424 -2.5696 9.3701 0.05 0.19 -0.03 0.12
C 2.3106 0.9063 5.8803 -0.21 -0.03 -0.38 -0.30
H -1.3518 5.4556 -3.2160 0.30 1.21 1.37 0.07
H -0.0052 1.4172 -3.2470 0.51 -0.94 0.57 0.01
H -7.1899 -9.1164 4.8442 -0.03 -0.08 -0.05 0.08
C -1.0875 0.2307 2.6139 -1.15 -1.40 0.51 -0.29
O -2.3996 8.1387 -5.9266 1.18 -1.20 -0.33 -0.23
O -5.0088 -7.8640 0.7105 1.20 -2.70 -0.40 -0.20
C 4.2915 2.0791 -3.2586 0.50 -1.64 -2.27 -0.53
C 1.3269 6.0033 -3.2046 0.63 0.70 0.29 -0.21
H -0.3036 -4.2249 1.1992 0.90 1.66 -1.08 0.13
H 2.0514 6.7759 -3.6901 -1.24 -1.47 0.64 0.11
H -1.5898 -7.7722 1.6805 0.09 -0.04 -0.04 0.07
C -2.7785 -7.6887 3.4862 0.21 0.18 0.36 -0.30
H -3.3680 6.5286 -10.2654 0.09 0.02 -0.07 0.06
C 2.5390 0.9648 2.1589 1.71 1.36 1.98 -0.42
H -3.0903 -0.3213 1.7927 1.86 -0.07 -0.82 0.13
C -2.8178 10.5191 -5.7270 -0.27 0.06 -0.04 -0.07
H 4.5760 -0.9135 2.2005 1.22 0.31 -1.59 0.06
H 2.6529 1.5045 -6.2258 -0.01 -0.55 1.78 0.09
H 0.5764 0.3194 4.7307 0.06 0.06 0.07 0.04
H 0.1982 1.0333 6.3101 0.06 0.05 -0.06 0.08
H 1.8360 1.2156 -4.5103 1.64 0.12 -0.88 0.05
P 2.7093 0.0762 0.5189 -0.66 -1.28 0.21 1.00
H 6.7093 -0.1059 9.9680 -0.10 -0.08 0.03 0.08
H -5.3373 8.5323 -9.0636 0.06 -0.06 0.17 0.12
H 3.7778 -0.6325 10.6832 -0.06 -0.07 -0.31 0.10
O -3.9070 7.7155 -7.8756 0.26 -0.75 -1.10 -0.24
H -5.0468 6.1994 -9.8348 0.02 0.05 -0.03 0.07
H 2.1484 -3.0247 8.0093 0.09 0.19 -0.09 0.10
P 3.5847 -0.5897 7.7073 -8.60 2.80 1.28 0.74
C -1.6149 -1.8969 1.2177 -0.88 0.05 0.32 -0.13
C -1.6899 -7.1569 2.5745 0.10 0.14 0.03 -0.08
H 5.0167 0.6205 -0.5673 -0.70 -1.16 0.95 0.04
C 2.2336 4.9854 -2.2780 -1.25 0.92 -1.33 -0.25
H -5.5108 -9.6105 4.8209 -0.03 -0.20 -0.17 0.07
H -3.0168 3.6319 -9.1062 0.04 0.08 -0.01 0.08
H -0.8930 9.5604 -6.0632 -0.19 0.05 -0.05 0.10
O 2.8078 0.7868 7.2056 1.59 0.01 0.06 -0.22
H -4.6809 7.3248 -11.1453 0.07 0.00 0.12 0.08
C -3.3331 5.0453 -7.5099 -0.22 -0.54 -0.40 -0.30
C 5.8889 -0.7869 10.2175 0.46 0.13 -0.01 -0.08
C 0.8901 0.3771 5.7760 -0.19 -0.11 0.13 -0.06
H -3.7385 -6.2511 1.0314 -0.02 -0.28 0.14 0.09
C -1.9917 -0.3492 1.3956 -1.03 0.14 1.15 -0.15
C 3.7105 2.0822 2.4720 -0.31 0.50 -0.20 -0.17
O -0.8017 -3.1338 -2.6318 -0.27 0.02 4.07 -0.32
H -3.6550 -7.6828 -1.6749 0.03 0.03 0.12 0.08
C -4.3259 8.1302 -9.1720 -0.35 0.23 -0.19 -0.30
H 1.0629 3.2887 -3.1490 1.66 0.14 0.39 0.08
H -2.4811 -6.5155 -1.0502 -0.02 -0.24 0.06 0.05
C -1.1790 6.1333 -2.2996 -0.24 0.59 0.40 -0.13
H 1.5266 1.4522 2.3886 1.32 -0.92 -0.84 0.04
H 0.8308 -2.8815 1.7521 -0.69 -0.66 -1.89 0.14
H 6.0971 -1.2241 11.1968 -0.03 -0.03 -0.09 0.08
H -0.0123 -0.1331 2.4418 -1.26 1.08 0.26 0.09
H -2.5892 -8.1518 -0.3626 0.10 0.08 0.12 0.07
O 0.1918 -0.9474 -0.0918 -0.71 -0.91 -1.87 -0.17
H -4.2527 5.4110 -7.9660 0.19 0.27 0.00 0.09
C 5.3038 -0.7358 1.3064 -0.60 -0.36 0.31 -0.16
P -0.5384 0.2438 -2.5977 -4.68 0.22 -0.56 0.76
C -2.4448 4.3469 -8.5105 0.34 -0.33 0.02 -0.08
C -6.6362 -10.1475 3.0304 -0.07 -0.37 0.26 -0.30
H 0.6465 -5.2246 -3.1491 0.65 0.10 1.03 0.09
H -2.3245 11.4838 -5.5816 -0.02 -0.08 0.02 0.08
O 4.2132 0.4160 8.9428 1.51 -1.42 -2.14 -0.20
C 2.7507 1.0438 -5.1724 1.33 -1.06 -0.77 -0.09
C -0.4547 -2.1875 0.0568 -1.25 -1.54 4.45 -0.42
C 1.7332 -1.3470 -2.1450 2.81 -3.79 -2.99 -0.08
C 4.5748 -0.0447 10.2285 0.31 -0.30 0.60 -0.30
C 4.4822 -0.2415 -0.0309 1.44 -0.10 -0.07 -0.39
Cl 6.0130 2.5018 -2.6913 -2.30 -0.56 -0.73 0.52
O -4.0256 -10.0850 2.8630 1.51 -0.70 -4.07 -0.26
O -2.8120 -2.2476 -1.5368 4.61 -2.16 2.11 -0.30
O 2.3564 1.1259 -2.0808 -0.02 1.37 0.94 -0.27
H 0.7848 5.4276 -4.0624 0.85 1.10 1.56 0.11
H -1.9546 5.0578 -9.1797 -0.14 0.04 -0.10 0.06
H -1.9614 6.9982 -2.3055 1.15 -1.80 0.01 0.08
H 2.9802 0.4149 5.1697 -0.14 -0.08 0.13 0.08
H 5.8989 -1.5779 9.4641 -0.10 -0.11 0.08 0.06
H 2.1510 -5.8576 -2.8238 -0.56 0.40 0.65 0.09
O 3.1031 -1.4909 6.5615 4.35 -0.29 0.57 -0.26
H 2.3128 1.9704 5.6243 0.10 -0.02 0.21 0.12
H -7.6947 -10.2313 2.7658 0.10 0.19 -0.13 0.11
H -1.9919 0.2911 0.4472 0.30 -1.11 1.30 0.08
H 4.5508 1.9976 1.6898 -1.21 0.12 1.41 0.03
C 2.5352 -2.0981 -2.8635 -4.61 3.97 2.31 0.10
C 1.5841 -4.0564 0.0010 1.35 -1.24 -0.18 -0.10
H -4.8588 -6.1200 -0.2931 -0.24 -0.24 0.08 0.13
H 3.0695 -2.7166 10.9146 -0.01 -0.03 -0.05 0.08
H -1.4659 -0.3045 3.5776 0.75 0.60 -1.66 0.13
F -1.8956 -4.4926 -0.7490 1.27 2.83 -0.25 -0.22
H -3.6393 10.4382 -5.0109 0.10 0.00 0.03 0.08
C -4.1931 -6.8195 0.2203 0.54 0.44 -0.42 -0.30
H -1.5796 9.3026 -4.4718 -0.09 -0.22 -0.06 0.11
O -6.1010 -9.0527 2.2998 0.39 -0.38 -1.47 -0.23
H -3.6466 4.3178 -6.7560 0.18 0.21 0.22 0.13
H -1.9074 -6.1349 2.2548 0.00 -0.04 -0.01 0.06
C -1.8322 9.3800 -5.5339 0.21 0.44 0.03 -0.30
H -3.7071 8.9406 -9.5599 0.12 -0.05 0.17 0.10
H -3.2732 10.5090 -6.7211 0.26 -0.03 0.03 0.07
C 1.1394 -5.1784 -1.1047 -2.33 -4.12 1.10 -0.35
O -1.9382 8.9646 -8.1105 3.02 -3.06 -1.41 -0.26
H 3.2866 5.4676 -2.2620 -1.72 -1.26 0.29 0.11
H -0.7243 -7.1453 3.0908 -0.11 -0.06 -0.04 0.08
H 2.6161 3.7175 -4.0818 -0.73 -0.53 1.95 0.13
I 0.2403 2.3865 -0.1917 0.37 0.03 -0.02 1.13
H -0.6650 -0.7516 -3.6536 0.80 0.62 0.78 0.05
C 4.1594 1.4859 -4.5515 -0.22 1.24 2.99 -0.61
C -6.5182 -9.9180 4.5271 0.06 0.19 0.19 -0.08
H -2.8744 -7.0260 4.3513 -0.18 -0.01 -0.08 0.12
H 5.7946 -1.7711 1.1132 -0.64 2.00 0.27 0.08
C -4.3545 6.9800 -10.1588 -0.18 -0.08 -0.09 -0.08
C 2.1556 -2.4974 8.9644 -0.35 -0.31 0.11 -0.30
H 6.0631 0.0449 1.6664 -1.04 -1.27 -0.72 0.07
H 1.7187 4.9903 -1.2422 1.23 -0.32 -1.65 0.06
Cl 3.7804 3.1347 -0.7633 -0.83 -1.05 -0.22 0.68
H -2.5731 -2.5266 1.0078 1.78 1.18 0.17 0.13
H 2.8101 -0.1082 -5.3420 -0.09 1.97 0.31 0.09
H 2.4051 -3.3450 -0.4053 -1.88 -0.94 0.47 0.10
H 4.4879 -1.1364 -0.7783 -0.46 1.70 1.32 0.08
C -3.1655 -7.3160 -0.7664 0.01 -0.12 -0.49 -0.07
C 0.2837 6.8421 -2.3017 -0.70 -0.57 -0.47 -0.25
P -4.4971 -9.0042 1.8803 -4.52 4.06 6.72 0.73
P -2.2842 7.6020 -7.4946 -7.17 4.23 4.52 0.74
H 2.1632 -4.7012 0.7894 -1.20 1.01 -1.35 0.14
H 3.2909 3.1632 2.4074 0.64 -1.86 -0.01 0.07
N 1.4853 -5.1201 -2.5430 0.09 0.50 0.48 0.06
H -1.6744 1.8434 3.7100 0.51 -0.62 -0.98 0.10
H 2.9911 -2.6493 -3.7728 -0.87 1.15 2.39 0.08
O -4.0497 -7.7153 2.8456 1.02 -0.09 -0.77 -0.24
O -1.2329 1.6530 2.8518 0.17 -0.63 0.03 -0.15
H -1.6476 3.7999 -7.9960 -0.10 0.06 -0.06 0.08
C 0.3875 -3.3793 0.7944 0.96 0.04 0.16 -0.13
O 2.4366 -1.1105 8.8036 1.07 -0.70 0.30 -0.24
C 2.1729 3.5515 -3.0176 0.06 0.81 0.34 -0.19
H 0.1506 7.9210 -2.7016 0.37 -1.83 0.60 0.10
O 0.4879 -6.2210 -0.7080 2.75 4.91 -1.12 -0.01
H -1.2527 -2.2677 2.2640 -0.27 0.53 -2.02 0.13
H -2.4968 -8.6692 3.8730 -0.18 -0.08 -0.12 0.10
H 4.1387 1.9674 3.5347 -0.62 0.02 -1.68 0.07
H 2.8814 -4.2322 10.0285 0.02 0.12 -0.07 0.08
H 4.6823 0.8433 10.8577 -0.07 0.17 -0.31 0.13
O -2.6514 6.0714 -6.8183 2.60 0.63 -1.33 -0.21
S -1.4611 -2.9242 -1.3047 -5.34 0.51 -6.08 0.86
C 3.1200 -3.1691 9.9216 -0.05 -0.07 0.19 -0.08
H -1.3539 5.4912 -1.3489 0.33 1.08 -1.60 0.06
C 3.0237 2.3680 -2.2402 1.60 1.52 -2.59 -0.70
H 4.1477 -3.0851 9.5679 0.07 -0.07 -0.07 0.06
```
Forces are in eV/Å.

=====

# 3
A cluster of 2 separate species, C2H8S4 in total, computed with ωB97M-V/def2-TZVPD.

Geometry as XYZ:
```
14
Properties=species:S:1:pos:R:3:forces:R:3:lowdin_charge:R:1
C -0.1572 2.3344 -0.3594 -0.16 1.73 2.32 -0.49
H 0.6080 1.9000 0.3617 -0.87 0.26 -1.15 0.02
S 0.6769 -2.3118 2.0462 1.30 0.23 -2.33 0.30
H -1.5030 -0.9493 2.1441 0.28 0.18 0.12 -0.18
S -0.2467 -0.6310 2.5524 -1.05 0.80 0.56 0.24
H 0.3988 3.0027 -1.1333 -1.45 -1.86 0.63 0.07
S -1.5565 1.0977 -0.6692 1.51 1.76 -0.46 0.29
H -0.8447 -0.7577 -2.1819 0.06 1.25 -0.89 -0.18
H -0.7268 3.1119 0.2873 1.00 -1.11 -0.93 0.03
H 1.8985 -2.4289 -0.2410 -0.65 0.46 1.11 0.04
H 1.2618 -0.8016 -0.0868 -0.63 -0.18 0.81 0.02
C 1.0312 -1.8386 0.1972 1.13 -2.14 -0.15 -0.43
S -1.0448 0.5756 -2.5827 -0.09 -2.06 0.47 0.26
H 0.2044 -2.3033 -0.3347 -0.38 0.69 -0.13 0.00
```
Forces are in eV/Å.

## Properties
* SMILES: CSS.CSS
* ΔE to the lowest compared entry with this formula, charge and spin: 28.6 kcal per mole

=====

# 4
The molecule C6H14O, computed with ωB97M-V/def2-TZVPD.

Geometry as XYZ:
```
21
Properties=species:S:1:pos:R:3:forces:R:3:lowdin_charge:R:1
H 1.6676 0.7449 1.7721 0.01 0.05 -0.04 0.08
H 2.3016 -0.0477 0.3202 0.18 -0.14 -0.02 0.08
C 0.0737 1.8082 -1.8179 -0.06 -2.82 -0.25 -0.02
H -1.9729 -0.8797 -0.6962 -0.07 -0.02 -0.03 0.08
H 0.5963 2.5968 -1.2830 0.11 -0.32 0.43 0.07
H -0.2833 -2.8794 0.7930 0.01 -0.06 0.00 0.08
C -1.9105 -0.7910 0.3879 0.18 0.03 0.10 -0.07
H -0.3661 1.4272 0.3960 0.17 -0.83 0.32 0.14
O 0.2055 0.3865 -1.2385 0.01 2.85 -1.01 -0.17
H -2.4455 0.1086 0.6942 -0.06 0.03 -0.02 0.08
C -0.4434 -0.7228 0.8111 -0.09 0.14 -0.34 -0.38
H -1.0008 2.0259 -1.8955 0.36 0.00 0.03 0.09
C 1.6509 0.7415 0.6801 -0.40 -0.27 -0.08 -0.04
C 0.2779 -2.0173 0.4346 -0.06 0.23 0.09 -0.07
H 1.2744 -2.0552 0.8688 0.10 -0.07 -0.01 0.07
H -0.3944 -0.5870 1.8978 0.03 0.05 -0.07 0.14
C 0.2277 0.5010 0.1607 -0.25 0.81 1.15 -0.45
H 0.3663 -2.0789 -0.6487 0.02 -0.11 -0.07 0.08
H -2.4019 -1.6524 0.8395 -0.05 -0.03 -0.01 0.07
H 0.5370 1.6845 -2.7938 -0.24 0.28 -0.14 0.08
H 2.0399 1.6863 0.3178 0.09 0.20 -0.03 0.07
```
Forces are in eV/Å.

## Properties
* SMILES: CO[C@H](C)C(C)C
* ΔE to the lowest compared entry with this formula, charge and spin: 21.8 kcal per mole

=====

| no. | frontier orbital gap (Eh) | E_HOMO (eV) |
| --- | --- | --- |
| 1 | 0.23349 | -7.98 |
| 2 | 0.23144 | -7.98 |
| 3 | 0.33682 | -8.78 |
| 4 | 0.39494 | -9.65 |